No. 1
ORCA calculation (wB97M-V/def2-TZVPD) on a structure of composition C35H70F3N6O5PS2.

Its total energy is -95716.0058 eV.

Geometry as XYZ:
```
122
Properties=species:S:1:pos:R:3:forces:R:3
O 1.91472 -5.03602 -6.49770 -0.3 0.1 0.8
S 0.89270 -6.02712 -6.26997 0.8 -0.4 -1.7
O 0.70939 -6.98091 -7.33649 -0.5 -0.1 0.7
C -0.69837 -5.16239 -5.99318 -0.3 0.6 -0.2
C -0.45889 -3.63857 -5.98653 0.0 -0.8 1.0
C 0.14617 -2.96014 -4.92534 -0.3 0.5 -2.2
P 0.70834 -3.75274 -3.38510 -0.7 1.2 3.4
O 0.06403 -3.09048 -2.20119 0.3 -0.3 -1.5
O 2.31425 -3.63085 -3.18865 -1.0 -0.6 -0.9
O 0.37711 -5.34261 -3.27076 0.6 0.6 -1.2
C 0.31782 -1.47578 -5.06551 0.2 -0.6 0.6
C 0.98030 -0.73754 -3.88762 0.1 0.7 -0.2
C 1.66373 0.61471 -4.24327 0.3 0.4 -1.1
C 3.15995 0.50438 -4.51792 -0.4 -0.3 -0.9
F 3.87011 1.69551 -4.53992 -0.2 -0.7 2.0
C 3.87990 -0.65536 -4.75063 -0.2 0.9 0.5
F 3.90908 -1.28458 -5.92397 -1.0 -1.1 1.5
F 4.64777 -1.21570 -3.80028 1.1 0.7 -1.6
C -0.11624 -0.80444 -6.17891 -0.3 -0.2 -0.6
C -0.73056 -1.49717 -7.30565 0.8 -0.3 1.9
N -1.14898 -0.93786 -8.44164 -0.1 -1.8 0.1
S -1.70906 -2.22180 -9.31234 0.2 0.0 0.8
N -1.47434 -3.45494 -8.27744 0.3 0.6 0.1
C -0.89664 -2.94183 -7.17525 -0.1 1.4 -0.6
H 1.23097 -6.73955 -5.14927 -0.5 0.4 -0.1
H -1.33266 -5.41244 -6.86906 0.6 0.0 0.4
H -1.25259 -5.52756 -5.11145 0.5 0.1 -0.4
H 2.43808 -3.37606 -2.25635 -0.1 -0.1 -0.2
H -0.58146 -5.48804 -3.23791 0.2 0.1 0.3
H 0.22760 -0.53379 -3.09701 0.3 -0.3 -0.5
H 1.76147 -1.36381 -3.41370 -0.6 0.3 -0.3
H 1.19393 1.16851 -5.07913 -0.2 -0.2 0.6
H 1.56232 1.27339 -3.35127 0.4 -0.3 -0.5
H -0.02990 0.28449 -6.29037 0.1 -0.6 0.2
C 0.34524 5.42922 1.17256 0.0 0.1 0.1
C 0.64446 4.05681 0.58827 0.0 0.1 0.2
N 1.83798 4.01361 -0.24053 0.0 -0.1 -0.3
C 1.96346 2.77607 -0.99596 0.0 0.0 -0.1
C 2.16172 1.47330 -0.21397 0.1 -0.1 -0.1
C 3.06198 4.49455 0.38003 0.0 0.3 0.2
C 3.53249 3.79878 1.66140 0.2 0.0 0.1
H 0.25454 6.18148 0.38657 0.1 0.0 0.0
H -0.59986 5.39633 1.71822 0.0 -0.1 0.0
H 1.11369 5.75206 1.87741 0.0 0.0 0.0
H -0.21649 3.77944 -0.02857 0.1 -0.2 -0.1
H 0.69003 3.32615 1.40903 -0.1 0.0 0.1
H 2.78191 2.88338 -1.71569 0.0 0.1 0.1
H 1.06209 2.67166 -1.61069 -0.1 0.1 0.1
H 3.17805 1.38044 0.16740 0.0 0.0 0.1
H 1.99324 0.61861 -0.87596 0.0 0.0 0.0
H 1.46528 1.37847 0.62080 0.0 0.0 0.0
H 2.93732 5.55909 0.59779 -0.1 0.0 0.0
H 3.87055 4.46826 -0.35612 -0.1 -0.2 -0.1
H 2.71494 3.60111 2.35712 0.0 0.0 0.0
H 4.25390 4.43466 2.18051 0.0 0.0 0.0
H 4.03943 2.85869 1.44491 -0.1 0.0 0.1
C -4.39964 4.16864 1.49223 -0.1 0.0 0.1
C -3.65234 2.85641 1.30131 -0.1 0.1 0.0
N -2.73475 2.54076 2.38287 0.3 0.0 0.0
C -1.84453 1.43185 2.07123 0.2 0.0 -0.1
C -2.46687 0.04940 1.86678 0.1 -0.1 0.1
C -3.30640 2.52692 3.72059 -0.2 0.3 0.1
C -4.46696 1.56367 3.99290 0.0 -0.1 0.2
H -3.70651 5.00175 1.62357 0.0 0.0 0.1
H -5.01040 4.37542 0.61138 0.0 0.0 0.0
H -5.07289 4.13654 2.35058 0.0 0.0 0.0
H -3.07567 2.94537 0.37519 0.1 -0.2 0.1
H -4.38657 2.05356 1.13663 -0.1 0.0 -0.1
H -1.07853 1.36139 2.85045 -0.1 0.1 0.1
H -1.29311 1.69430 1.16211 -0.1 0.1 0.0
H -2.75745 -0.40873 2.81200 -0.1 0.0 0.0
H -1.73400 -0.61752 1.40482 0.0 0.0 0.0
H -3.33579 0.07902 1.21147 0.0 0.1 0.0
H -3.64437 3.54032 3.95587 0.0 0.0 -0.1
H -2.51029 2.33784 4.44638 0.1 -0.1 -0.2
H -5.19907 1.55121 3.18368 0.0 0.0 0.0
H -4.99161 1.86937 4.90122 0.0 0.0 0.0
H -4.11626 0.54572 4.15883 -0.1 0.0 -0.1
C -7.24709 -3.48645 -1.81574 0.0 0.1 0.1
C -5.85187 -4.09395 -1.78459 -0.1 0.0 0.1
N -4.78734 -3.13002 -2.00579 0.3 0.0 -0.2
C -3.48867 -3.74653 -2.22907 0.1 0.0 -0.3
C -2.85758 -4.53242 -1.08174 0.1 -0.1 0.1
C -4.77218 -1.97376 -1.12503 -0.3 0.3 0.1
C -4.65752 -2.21763 0.38213 0.1 0.0 0.1
H -7.42976 -2.96634 -2.75781 0.1 0.0 0.0
H -7.99425 -4.27623 -1.71757 0.0 0.0 0.0
H -7.40839 -2.78660 -0.99402 0.0 0.0 0.0
H -5.80866 -4.84374 -2.58059 0.2 0.0 0.0
H -5.72528 -4.63690 -0.83633 -0.1 -0.1 0.0
H -2.78066 -2.97613 -2.55074 -0.1 0.1 0.1
H -3.58607 -4.41717 -3.09217 -0.2 0.0 0.0
H -2.44854 -3.87266 -0.31881 0.0 0.0 0.0
H -2.02392 -5.13129 -1.45725 0.0 0.0 0.1
H -3.56738 -5.21288 -0.60806 0.0 0.0 0.0
H -5.68306 -1.39563 -1.30724 0.0 -0.1 0.0
H -3.96560 -1.30269 -1.43545 0.1 -0.2 -0.1
H -5.29191 -3.03551 0.72842 0.0 0.0 -0.1
H -4.96542 -1.31862 0.91953 0.0 0.0 0.0
H -3.62912 -2.42569 0.67368 -0.1 -0.1 0.1
C 4.26081 0.40365 4.24971 0.1 -0.1 0.0
C 4.48329 1.65727 5.08356 0.1 -0.1 -0.1
N 4.20573 1.48434 6.49909 -0.2 0.1 0.2
C 4.16997 2.74182 7.23271 -0.1 0.1 0.0
C 5.46768 3.54852 7.33516 0.0 0.1 0.1
C 4.91101 0.39595 7.15799 0.0 -0.3 -0.1
C 6.44330 0.41504 7.13121 0.1 -0.1 0.2
H 3.24199 0.02823 4.36311 0.0 0.0 0.1
H 4.41819 0.63284 3.19371 0.0 0.0 0.0
H 4.95727 -0.39442 4.51316 0.0 0.0 0.0
H 3.80968 2.42491 4.69027 0.0 0.1 0.2
H 5.50737 2.01903 4.90881 0.0 0.0 -0.1
H 3.79272 2.55082 8.24211 0.1 -0.1 0.0
H 3.40956 3.37589 6.76604 0.0 -0.1 -0.1
H 6.16097 3.11175 8.05315 0.0 0.0 -0.1
H 5.24351 4.55854 7.68661 0.0 0.0 0.0
H 5.97505 3.64480 6.37431 0.0 0.0 0.0
H 4.57587 -0.54488 6.71170 0.0 0.1 -0.1
H 4.57505 0.33104 8.19687 -0.1 0.2 0.0
H 6.84125 0.69000 6.15314 0.0 0.0 0.0
H 6.82651 -0.57992 7.37009 0.0 0.0 0.0
H 6.85159 1.09725 7.87581 0.0 0.1 -0.1
```
Forces are in eV/Å.



No. 2
ORCA calculation (wB97M-V/def2-TZVPD) on a cluster of 6 separate species, C35H70NO11PS in total.

Its total energy is -81563.9390 eV. As for the SMILES: CC(=O)OCCCC[C@@]1(P(C)O)OC(=O)O[C@@]1(S)c1ccncc1.CCOCC.CCOCC.CCOCC.CCOCC.CCOCC.

Geometry as XYZ:
```
119
Properties=species:S:1:pos:R:3:forces:R:3
C 3.69554 -1.65414 -2.04852 -0.2 0.4 -0.5
C 4.72591 -1.06286 -2.95966 0.0 -0.1 0.2
O 5.88060 -1.35378 -2.93887 0.5 -0.3 -0.3
O 4.27247 -0.12287 -3.84838 0.1 0.5 0.3
C 3.52272 0.91650 -3.20221 -0.2 -0.3 -0.3
C 3.45723 2.16290 -4.05178 -0.7 -0.1 0.4
C 2.66396 3.22926 -3.25013 0.6 -0.7 -0.8
C 1.17905 3.06763 -3.53817 -0.1 0.9 -0.2
C 0.18801 3.82410 -2.63679 0.4 -1.5 0.3
P 0.80918 5.01896 -1.28039 -0.6 0.8 0.6
C 2.16116 5.99562 -2.06354 0.3 -0.8 0.1
O 1.56076 4.10717 -0.14438 0.3 0.0 -0.4
O -0.79841 4.66186 -3.28093 0.2 0.4 0.0
C -1.84343 4.74848 -2.38811 1.0 -0.8 0.1
O -2.74443 5.47893 -2.48350 -1.2 1.1 -0.1
O -1.68573 3.81142 -1.39549 -0.1 -0.4 -0.3
C -0.82207 2.82705 -2.03769 -0.9 0.3 0.4
S -0.13146 1.56813 -0.92804 0.4 0.0 0.2
C -1.77547 2.11596 -3.02992 0.3 -0.1 -0.2
C -3.03290 1.75009 -2.54505 0.3 -0.2 -0.6
C -3.92548 1.12688 -3.40915 0.1 0.2 0.2
N -3.67111 0.84295 -4.68937 0.3 0.1 0.2
C -2.46158 1.18243 -5.12849 0.1 0.1 0.1
C -1.48736 1.81868 -4.35925 -0.5 -0.1 0.4
H 4.09142 -2.53511 -1.56936 0.0 -0.1 0.2
H 2.81620 -1.87976 -2.64652 -0.2 -0.2 0.1
H 3.42191 -0.89802 -1.31930 -0.1 -0.1 0.3
H 2.50657 0.55745 -3.03292 -0.2 0.0 0.2
H 3.95955 1.15235 -2.23129 0.2 0.0 0.1
H 4.43866 2.51442 -4.34394 0.2 0.0 0.0
H 2.87052 1.91499 -4.93394 0.2 0.1 -0.4
H 3.02870 4.19389 -3.57088 0.0 0.2 0.2
H 2.91898 3.06299 -2.20562 -0.1 0.3 0.2
H 1.01641 3.38359 -4.56740 0.0 0.1 -0.1
H 0.94186 2.00841 -3.51350 0.0 -0.1 0.1
H 2.12769 5.95968 -3.14565 -0.1 0.3 -0.2
H 3.11556 5.57522 -1.74958 0.1 0.0 0.0
H 2.11755 7.01270 -1.69730 -0.2 0.2 0.0
H 2.20717 3.49091 -0.51214 0.0 0.0 0.2
H -1.02246 1.65097 0.06589 -0.2 0.2 -0.1
H -3.30446 1.94577 -1.52259 -0.1 0.1 0.1
H -4.90326 0.85807 -3.03351 -0.1 -0.1 -0.1
H -2.22989 0.94660 -6.15867 -0.1 0.0 -0.1
H -0.54115 2.06613 -4.79704 0.0 0.0 -0.3
C 2.91778 -0.54884 4.00358 0.1 0.0 0.0
C 2.29765 -1.37811 2.89245 -0.1 0.0 0.1
O 3.15113 -1.58835 1.78132 0.0 0.1 -0.2
C 4.36612 -2.26937 2.04566 0.1 0.0 0.1
C 4.17955 -3.66493 2.61551 -0.1 0.0 0.0
H 3.24117 0.42065 3.62178 0.0 0.0 0.0
H 2.18867 -0.38477 4.79762 0.0 0.0 0.0
H 3.78532 -1.03946 4.44684 0.0 0.0 0.0
H 1.42961 -0.85353 2.49208 0.0 0.0 -0.1
H 1.93324 -2.33541 3.28095 0.0 0.0 0.0
H 5.00717 -1.66602 2.69803 0.0 0.0 0.0
H 4.87625 -2.33910 1.08442 -0.1 0.1 0.0
H 3.68244 -3.64883 3.58614 0.1 0.0 0.0
H 5.14822 -4.14766 2.74711 0.0 0.0 0.0
H 3.57359 -4.27303 1.94246 0.0 0.0 0.0
C 0.56496 -6.08096 -3.81818 0.1 -0.1 0.1
C 1.15431 -4.79773 -4.37551 -0.1 0.0 -0.1
O 2.21982 -4.26793 -3.60698 0.0 0.2 0.1
C 3.35678 -5.10085 -3.45668 0.1 -0.1 0.0
C 4.02312 -5.47755 -4.76830 -0.1 0.0 -0.1
H 0.21590 -5.92878 -2.79612 0.0 0.0 0.0
H -0.27978 -6.39913 -4.42948 0.0 0.0 0.0
H 1.28988 -6.89625 -3.80501 0.0 0.0 -0.1
H 0.38893 -4.02105 -4.37836 0.0 0.0 0.0
H 1.46617 -4.93466 -5.41713 0.0 -0.1 0.0
H 3.09999 -5.99629 -2.87965 0.0 0.0 0.0
H 4.05945 -4.52950 -2.85000 0.0 0.1 0.0
H 3.36347 -6.06360 -5.40951 0.0 -0.1 0.0
H 4.91552 -6.07369 -4.57679 0.0 0.0 0.0
H 4.31282 -4.58169 -5.31906 0.0 0.0 0.0
C -0.81224 4.96004 5.81372 -0.1 0.1 0.0
C -0.50680 3.77278 4.91722 0.1 0.1 0.0
O -1.52047 3.50010 3.96858 -0.1 -0.2 0.0
C -1.80577 4.54026 3.04592 0.0 0.1 -0.1
C -0.61991 4.94953 2.19180 0.0 0.0 0.1
H -1.75722 4.80637 6.33734 0.0 0.0 0.0
H -0.02094 5.09067 6.55305 0.0 0.0 0.0
H -0.89362 5.88986 5.24983 0.1 0.0 0.0
H -0.42498 2.87383 5.53031 -0.1 -0.1 -0.1
H 0.45975 3.89963 4.41632 0.0 0.1 0.0
H -2.22976 5.40718 3.56554 0.0 0.0 0.0
H -2.59512 4.14624 2.40506 0.0 -0.1 0.0
H 0.19473 5.36316 2.78907 0.0 0.1 0.0
H -0.92104 5.70841 1.46919 0.0 0.0 0.0
H -0.22669 4.09174 1.64884 0.0 0.0 0.0
C -3.44374 1.99464 6.91405 0.1 0.0 0.0
C -4.26260 1.71280 8.16125 0.0 0.1 -0.1
O -3.61184 0.87993 9.10435 -0.1 -0.1 0.1
C -2.38782 1.36550 9.62180 0.1 0.0 0.0
C -2.50239 2.69507 10.34824 -0.1 0.0 0.0
H -3.16246 1.06261 6.42224 0.0 0.0 0.0
H -4.01767 2.59883 6.21135 0.0 0.0 0.0
H -2.52495 2.53717 7.14192 0.0 0.1 0.0
H -5.17317 1.18031 7.88661 0.0 -0.1 0.0
H -4.57961 2.64942 8.63423 0.0 0.0 0.0
H -1.63353 1.42480 8.82823 0.0 0.1 0.0
H -2.04711 0.59971 10.31886 0.0 0.0 0.0
H -2.82823 3.49776 9.68542 0.1 0.0 0.0
H -1.53456 2.97970 10.76226 0.0 0.0 0.0
H -3.22386 2.62313 11.16311 0.0 0.0 0.0
C -4.59969 -6.78663 -1.72117 0.1 0.0 -0.1
C -4.46767 -5.31519 -2.07502 -0.1 0.0 0.0
O -3.38247 -5.02302 -2.93586 0.1 0.1 0.0
C -3.40242 -5.65430 -4.20198 0.0 -0.1 -0.1
C -4.61633 -5.31282 -5.04910 -0.1 0.1 0.1
H -3.67989 -7.15323 -1.26350 0.0 0.0 0.0
H -5.42009 -6.92936 -1.01732 0.0 0.0 0.0
H -4.80502 -7.40294 -2.59740 -0.1 0.0 0.0
H -4.27688 -4.73996 -1.16906 0.1 0.0 0.0
H -5.40428 -4.93353 -2.49674 0.0 0.0 0.0
H -3.30185 -6.74018 -4.08739 -0.1 0.0 0.0
H -2.50104 -5.31102 -4.71064 0.0 0.0 0.1
H -5.54580 -5.64894 -4.58800 0.0 -0.1 0.0
H -4.53849 -5.79214 -6.02538 0.0 0.0 0.0
H -4.68841 -4.23410 -5.19325 0.0 0.0 0.0
```
Forces are in eV/Å.